(1)
51
Properties=species:S:1:pos:R:3:mulliken_charge:R:1 method="wB97M-V/def2-TZVPD" relative_energy_ev=19.630 homo_lumo_gap_ev=7.51 fmax_ev_per_a=19.141
O -1.1475 4.1833 2.6047 -0.84
C -0.2912 3.1888 2.2460 0.55
N 0.9645 3.3951 1.9852 0.24
N 2.0476 2.7300 1.5525 -1.07
C 2.1296 2.1943 0.4295 0.82
C 3.0267 1.3446 0.1007 -1.38
H 3.7031 1.4117 0.8662 0.62
H 3.5763 1.5351 -0.7652 0.35
C 2.5274 -0.1994 -0.0606 -0.37
N 1.4750 -0.1105 -1.2340 -0.03
C 0.2215 0.6126 -0.6504 -1.21
H -0.3405 0.6808 -1.4555 1.23
C 0.9816 2.2306 -0.5780 -1.09
H -0.1229 2.6968 -0.1572 0.25
H 1.3145 2.5448 -1.3938 0.91
H -0.2757 0.4293 0.1137 0.02
C 1.0084 -1.3345 -1.6369 -0.93
C 0.0200 -1.3405 -2.7245 0.67
C 0.5023 -1.0126 -3.9227 -0.43
C -0.4532 -0.7903 -4.9854 -0.39
C -1.5134 -1.3821 -4.8841 -0.13
C -2.2142 -1.8984 -3.6552 -0.85
C -1.3119 -2.0388 -2.6085 -0.43
H -1.7308 -2.3605 -1.6956 0.37
H -2.8906 -2.6092 -3.5726 0.49
H -2.2454 -1.4143 -5.8667 0.18
H 0.1053 -0.2312 -6.0176 0.17
H 1.4381 -0.5726 -3.8856 0.44
H 1.7810 -1.9488 -1.7319 0.89
H 0.4195 -1.8900 -0.7248 -0.01
H 3.2481 -0.9438 -0.4152 0.55
H 2.1674 -0.5845 0.8487 0.06
H 1.2516 4.4627 2.2735 0.36
C -0.6385 1.9428 2.3176 0.21
C 0.1512 0.8881 2.7097 -0.59
C -0.4067 -0.6821 2.6581 0.71
C 0.7377 -1.6801 2.9484 -0.93
C -0.0429 -2.7906 2.6875 -0.66
C -1.1111 -3.1899 2.2600 -0.39
C -2.0885 -2.1605 2.0637 -0.87
C -1.6840 -0.7314 1.9663 0.97
C -2.6949 0.3632 1.9170 -1.04
C -2.0663 1.6536 2.0237 -0.01
O -2.8975 2.6860 1.6932 -0.59
H -2.5104 3.3685 2.1686 0.44
H -3.4214 0.0021 1.3285 0.44
H -2.9204 -2.3257 1.4103 0.38
H -1.3325 -4.1464 1.8888 0.46
H 0.9198 -3.8243 3.0190 -0.02
H 1.4987 -1.3207 3.4523 0.84
H 1.1354 0.9691 3.0886 0.61

=====

(2)
10
Properties=species:S:1:pos:R:3:mulliken_charge:R:1 method="wB97M-V/def2-TZVPD" relative_energy_ev=2.237 homo_lumo_gap_ev=8.59 fmax_ev_per_a=7.303
S -2.3148 -1.3218 -0.4451 -0.28
C -1.5788 -0.2311 0.7673 -0.13
N -0.5658 0.6307 0.5251 -0.22
C 0.4782 0.6404 -0.6490 -0.28
C 1.6608 -0.1324 -0.7055 -0.25
Cl 1.9379 -1.4184 0.2809 -0.13
H -1.9608 -0.2869 1.8032 0.29
H -0.1114 1.0105 1.4651 0.32
H 0.1707 1.3357 -1.5546 0.26
H 2.2840 -0.2268 -1.4875 0.43

=====

(3)
115
Properties=species:S:1:pos:R:3:lowdin_spin:R:1 method="wB97M-V/def2-TZVPD" relative_energy_ev=1.747 charge=+2 homo_lumo_gap_ev="5.45 / 4.40" fmax_ev_per_a=3.201 multiplicity=2
Bi 13.6921 11.9748 12.1113 0.09
C 18.6781 8.4270 11.5605 0.00
C 17.3097 8.4151 10.9273 0.00
C 16.1915 7.9296 11.5457 0.00
C 14.9063 7.9376 10.9334 0.00
C 13.7270 7.2722 11.6029 0.00
C 14.7690 8.5394 9.6952 0.00
C 15.8738 9.1222 9.0564 0.00
C 15.7410 9.6988 7.6912 0.00
C 17.1295 8.9537 9.6376 0.00
H 19.4768 8.4698 10.7974 0.00
H 18.8499 7.5240 12.1244 0.00
H 18.8377 9.2996 12.2404 0.00
H 16.2657 7.4804 12.5574 0.00
H 14.0007 6.3427 12.1536 0.00
H 12.9742 6.9549 10.8523 0.00
H 13.1138 7.9216 12.3021 0.00
H 13.7306 8.6084 9.2701 0.00
H 15.7581 8.8895 6.9188 0.00
H 16.6353 10.3371 7.4585 0.00
H 14.8567 10.3273 7.5272 0.00
H 17.9498 9.4329 9.1266 0.00
C 7.0275 11.4103 8.5610 0.00
C 8.3379 11.1929 7.7874 0.00
C 8.2546 9.8061 7.1202 0.00
C 8.5186 12.4054 6.8276 0.00
C 9.5309 11.1484 8.7410 0.00
C 9.5729 10.3617 9.9173 0.00
C 10.6545 10.4472 10.7911 0.00
N 11.7927 11.1438 10.5139 0.03
C 11.7260 11.9798 9.4412 0.00
C 10.6676 11.9264 8.5289 0.00
C 12.7801 12.9482 9.2369 0.00
C 12.5736 14.0579 8.4191 0.00
C 13.6059 14.9986 8.2282 0.00
C 14.8212 14.7869 8.9006 0.00
C 14.9561 13.7279 9.7643 0.00
N 13.9743 12.7932 9.9201 0.01
C 13.4983 16.2818 7.4332 0.00
C 14.4841 16.1855 6.2380 0.00
C 12.0861 16.3867 6.8022 0.00
C 13.8026 17.5091 8.2970 0.00
H 6.1984 11.6767 7.8755 0.00
H 7.1406 12.2459 9.3260 0.00
H 6.7660 10.5240 9.1431 0.00
H 7.3672 9.7560 6.4606 0.00
H 8.2148 9.0266 7.9133 0.00
H 9.1220 9.6030 6.4868 0.00
H 7.5914 12.5777 6.2904 0.00
H 9.3585 12.2445 6.1773 0.00
H 8.7232 13.3025 7.4408 0.00
H 8.7434 9.7166 10.1553 0.00
H 10.6385 9.8066 11.6697 0.00
H 10.7681 12.5170 7.6074 0.00
H 11.5808 14.1809 7.9661 0.00
H 15.6058 15.5454 8.8329 0.00
H 15.9018 13.5623 10.2728 0.00
H 14.3829 15.2215 5.7351 0.00
H 15.5776 16.2421 6.5250 0.00
H 14.3464 16.9963 5.4580 0.00
H 11.8548 15.5600 6.0739 0.00
H 11.8767 17.3039 6.2021 0.00
H 11.2977 16.3425 7.6312 0.00
H 14.8124 17.4777 8.7183 0.00
H 13.0996 17.5297 9.1548 0.00
H 13.7024 18.3975 7.6413 0.00
N 8.4181 16.1879 14.8949 0.00
C 9.2931 15.3602 15.5034 0.00
O 9.3254 15.2535 16.7268 0.00
C 10.1917 14.5946 14.6027 0.00
C 11.3120 14.0459 15.2163 0.00
C 12.2512 13.4188 14.4129 0.01
N 12.0809 13.3237 13.0699 0.00
C 10.9196 13.8091 12.4713 0.00
C 10.0227 14.5071 13.2298 0.00
H 7.7138 16.6113 15.5125 0.00
H 8.2078 16.2090 13.8973 0.00
H 11.4391 14.1622 16.2615 0.00
H 13.1553 13.0163 14.8199 0.01
H 10.7897 13.6030 11.4149 0.00
H 9.1826 14.9675 12.7699 0.00
C 14.9214 16.1385 15.8143 0.01
Si 15.6631 15.6042 14.1392 0.07
C 14.4808 16.2683 12.7763 0.00
C 17.3588 16.5546 13.9247 0.03
As 16.1634 13.4122 13.5258 0.59
Si 16.7021 12.4418 15.6105 0.06
C 18.5233 11.8435 15.6414 0.01
C 15.6676 10.8389 15.6181 0.03
C 16.3592 13.0588 17.3753 0.00
H 15.7322 16.2267 16.5742 0.00
H 14.1823 15.4176 16.1821 0.00
H 14.4040 17.0995 15.6742 0.00
H 14.2675 17.3545 12.9542 0.00
H 13.5306 15.7303 12.8057 0.00
H 14.9421 16.0699 11.8254 0.00
H 17.4431 17.4012 14.6405 0.00
H 17.4412 17.0082 12.9030 0.00
H 18.2459 15.9144 14.0621 0.00
H 18.8538 11.4628 14.6700 0.00
H 18.5822 10.9626 16.3287 0.00
H 19.2293 12.5886 16.0577 0.00
H 15.6141 10.4232 14.6205 0.00
H 14.6595 10.9231 16.0911 0.00
H 16.2244 10.1360 16.2695 0.00
H 16.9382 13.9788 17.5567 0.00
H 16.6789 12.2168 18.0647 0.00
H 15.2993 13.3181 17.4786 0.00
F 12.9098 10.0517 13.4842 0.01
Sb 11.5637 9.3840 14.8292 0.00
F 10.4699 10.6564 13.9790 0.00
F 10.2453 8.8165 15.9975 0.00
F 12.1867 10.9153 15.8936 0.00
F 13.0093 8.3358 15.5006 0.00
F 11.0824 8.1472 13.4273 0.00

=====

(4)
14
Properties=species:S:1:pos:R:3:mulliken_charge:R:1 method="wB97M-V/def2-TZVPD" relative_energy_ev=7.091 homo_lumo_gap_ev=7.65 fmax_ev_per_a=0.397
C -1.6962 0.4502 -0.2918 -1.09
C -0.0917 -0.8470 0.3525 0.35
N 0.7333 -1.5471 1.1829 -0.54
C 0.7904 -0.0159 1.1105 -0.32
C 1.1401 0.6435 -0.2259 -0.49
C 0.0185 -0.2624 -0.9664 0.54
O -0.0686 -0.6446 -2.1239 -0.70
H -1.7171 1.1629 -1.1181 0.36
H -1.7982 0.9510 0.6721 0.34
H -2.4573 -0.3147 -0.4457 0.35
H 1.4284 -2.1235 0.7061 0.28
H 0.5920 0.4760 2.0538 0.38
H 2.0915 0.3407 -0.6724 0.29
H 1.0349 1.7310 -0.2337 0.26

=====

(5)
26
Properties=species:S:1:pos:R:3:mulliken_charge:R:1 method="wB97M-V/def2-TZVPD" relative_energy_ev=1.924 smiles=Cc1ccccc1.CCC homo_lumo_gap_ev=10.06 fmax_ev_per_a=4.582
C -2.7712 1.4610 1.8858 -1.22
C -1.9472 1.5400 0.6650 0.72
C -1.5899 0.4585 -0.1109 -0.35
C -0.7937 0.6788 -1.2669 -0.45
C -0.4357 1.9971 -1.6270 -0.40
C -0.8160 3.1121 -0.8728 -0.84
C -1.5773 2.8017 0.2685 -0.11
H -2.7843 2.4211 2.4783 0.31
H -2.1749 0.8482 2.5536 0.32
H -3.7649 0.9422 1.8186 0.29
H -2.0233 -0.4827 0.0486 0.47
H -0.5704 -0.2151 -1.8997 0.37
H 0.0741 2.1165 -2.5784 0.35
H -0.4256 4.0851 -0.9784 0.41
H -2.0382 3.6983 0.8111 0.14
C 1.3432 -3.3190 -0.0774 -1.03
C 2.3682 -2.4586 -0.6375 -0.04
C 2.7259 -1.2597 0.2467 -1.00
H 0.6037 -2.6237 0.3071 0.25
H 0.9101 -3.9717 -0.8792 0.27
H 1.8019 -3.9857 0.7357 0.29
H 3.3480 -2.9939 -0.7559 0.26
H 1.8697 -2.0165 -1.6447 0.18
H 2.3505 -1.1100 1.3366 0.28
H 3.8789 -1.2876 0.4466 0.28
H 2.4384 -0.4366 -0.2733 0.26

=====

(6)
7
Properties=species:S:1:pos:R:3:mulliken_charge:R:1 method="wB97M-V/def2-TZVPD" relative_energy_ev=1.369 smiles=OP(O)S homo_lumo_gap_ev=10.23 fmax_ev_per_a=4.335
O 1.5813 -0.2170 -1.4927 -0.45
P 0.7679 0.7268 -0.2689 0.48
O 0.5661 -0.6386 1.0267 -0.52
S -1.2430 0.4500 -1.0267 -0.28
H 0.9002 -0.4865 -2.1684 0.31
H 0.2404 -0.3046 1.8792 0.31
H -1.7038 1.1979 -0.0079 0.16